No. 1
ORCA calculation (ωB97M-V/def2-TZVPD) on C22H29ClF6IMnN4O3PSi2 as an isolated structure.

Structure (XYZ):
```
70
Properties=species:S:1:pos:R:3:forces:R:3:mulliken_charge:R:1
Mn -1.27509 -0.31206 -0.81129 -0.10 -0.09 0.35 1.419
N -1.11042 1.51685 0.55205 0.21 0.01 -0.10 0.144
N -2.39839 1.67992 1.08554 0.03 -0.02 0.01 -0.286
C -3.33994 0.67028 0.83290 0.03 0.01 0.02 0.454
O -4.37706 0.64946 1.45828 0.01 -0.01 0.00 -0.726
O -3.02226 -0.14409 -0.14286 -0.02 0.09 -0.06 -0.849
H -0.39048 1.19088 1.21819 -0.01 -0.08 0.07 -0.469
H -0.79709 2.37417 0.11245 -0.04 0.02 0.00 0.381
H -2.46169 2.07163 2.01319 0.00 0.00 0.04 0.308
Cl 0.18331 2.74529 -6.78137 0.00 0.00 0.00 -0.291
C 0.21949 1.79424 -5.32272 0.02 0.01 0.00 0.556
C 1.24644 0.92439 -5.10304 0.01 0.00 -0.01 -0.406
C 1.31529 0.13965 -3.93204 0.01 0.02 0.02 -0.053
I 2.84534 -1.24100 -3.72848 -0.02 -0.08 -0.05 0.007
C 0.34898 0.24669 -2.95537 -0.06 -0.02 0.01 -0.577
O 0.32860 -0.40497 -1.81459 -0.15 -0.12 -0.06 -0.650
C -0.73088 1.13951 -3.22042 0.01 -0.03 0.03 0.545
N -1.69636 1.13426 -2.26549 0.00 -0.24 -0.06 0.534
C -2.77374 1.86428 -2.41752 -0.03 0.02 0.00 -0.201
C -2.94318 2.69437 -3.53826 0.01 0.00 0.02 -1.083
C -1.98184 2.72314 -4.51152 0.01 -0.01 0.01 -0.864
C -0.83026 1.91931 -4.38161 -0.02 -0.01 -0.01 -0.103
H 2.02535 0.82600 -5.84654 0.00 0.00 0.00 0.425
H -3.53217 1.78356 -1.64951 0.01 -0.02 0.00 0.455
H -3.84396 3.28505 -3.62392 0.00 0.00 0.00 0.428
H -2.09954 3.34215 -5.39065 0.00 0.00 0.00 0.436
C 2.45714 2.34804 2.77378 0.03 0.00 0.01 -1.243
Si 1.40389 0.87523 3.31754 0.00 0.08 -0.02 0.559
C -0.19162 1.61986 4.04602 0.01 0.00 -0.01 -1.268
C 2.34435 0.13802 4.78874 -0.01 -0.04 0.02 -1.321
C 1.01047 -0.18371 1.87118 -0.19 -0.16 -0.02 0.772
C -0.08686 -1.09176 1.98431 -0.07 0.06 -0.09 0.416
C -0.45452 -1.63987 3.25213 -0.03 0.02 0.01 -0.759
C -1.44524 -2.56374 3.39504 0.03 0.02 0.04 -0.730
C -2.14396 -2.99301 2.26116 -0.03 -0.02 -0.04 -1.004
C -1.82873 -2.41286 1.06756 0.04 0.05 0.00 -0.280
N -0.86323 -1.46852 0.90152 0.09 0.05 0.10 1.624
Si 2.40395 -0.63897 0.75442 0.12 0.24 -0.02 -0.269
C 2.83726 0.66081 -0.54270 0.06 0.06 -0.03 -0.427
C 4.00194 -0.76022 1.77650 0.02 -0.01 0.02 -1.294
C 2.22388 -2.37498 0.06538 0.02 0.02 -0.03 -0.674
H 2.44552 3.12108 3.54780 0.00 0.00 0.00 0.383
H 2.08223 2.78804 1.84638 -0.03 0.02 0.02 0.287
H 3.49896 2.06540 2.60598 -0.06 0.05 0.00 0.289
H -0.13265 1.67574 5.13623 -0.01 0.03 0.00 0.396
H -1.08591 1.03956 3.80291 0.04 -0.03 -0.01 0.306
H -0.33542 2.64141 3.67935 -0.01 -0.02 -0.03 0.346
H 2.48392 0.90082 5.56159 0.00 0.00 -0.01 0.381
H 3.32952 -0.22474 4.49046 -0.01 0.02 0.00 0.345
H 1.81107 -0.69954 5.24492 0.02 0.02 0.03 0.415
H 0.13109 -1.33954 4.10914 -0.02 -0.02 0.00 0.031
H -1.67200 -2.97203 4.37316 0.00 0.00 0.00 0.434
H -2.93357 -3.72803 2.30886 0.00 0.00 -0.01 0.451
H -2.39025 -2.67246 0.18620 -0.01 -0.03 -0.06 0.319
H 3.16952 1.57567 -0.04481 0.03 0.00 0.07 0.345
H 1.99017 0.91010 -1.18160 0.16 0.02 0.12 -0.091
H 3.65416 0.31662 -1.18336 -0.01 0.05 0.04 0.259
H 4.32861 0.20717 2.16703 0.01 -0.09 -0.01 0.290
H 4.81129 -1.15085 1.15097 -0.02 0.01 0.00 0.327
H 3.87247 -1.43889 2.62373 0.03 -0.02 -0.05 0.266
H 1.36405 -2.53301 -0.58092 -0.07 0.04 -0.05 0.022
H 2.16133 -3.07677 0.90356 -0.03 0.02 -0.01 0.282
H 3.12610 -2.62121 -0.50182 -0.02 -0.01 -0.02 0.353
F -1.49459 -2.51886 -1.71137 -0.02 0.25 -0.21 -0.449
P -2.34005 -2.72635 -3.14611 -0.11 0.07 0.05 1.275
F -1.05631 -2.16208 -3.93891 0.05 0.02 -0.03 -0.362
F -1.77016 -4.21615 -3.23962 0.01 -0.03 -0.02 -0.394
F -3.59339 -3.23155 -2.27820 -0.03 -0.02 0.01 -0.412
F -3.16377 -2.87597 -4.50812 0.00 -0.01 -0.01 -0.369
F -2.86908 -1.18082 -2.97138 0.09 -0.13 0.03 -0.361
```
Forces are in eV/Å.

Computed properties:
**2S+1**: 5
**Charge**: -1
**Kohn-Sham gap (spin up / spin down)**: 5.77 / 5.92 eV
**<S²>**: 6.049

No. 2
ORCA calculation (ωB97M-V/def2-TZVPD) on one molecule with the formula C22H29ClN6O2 in a non-equilibrium geometry.

Structure (XYZ):
```
60
Properties=species:S:1:pos:R:3:forces:R:3:mulliken_charge:R:1
C 3.36648 0.89294 2.55188 0.19 0.11 -0.08 -0.912
C 4.33935 1.15248 1.40689 -0.12 -0.23 -0.07 -0.744
C 3.69970 0.95423 0.03222 0.05 0.35 0.16 0.035
C 2.65145 2.01639 -0.29090 0.12 -0.27 -0.25 -0.319
C 2.04737 1.87853 -1.68821 -0.12 -0.01 0.26 -1.173
H 2.84083 1.88370 -2.43801 0.01 0.04 -0.08 0.600
H 1.40536 2.73909 -1.88002 0.01 -0.02 -0.11 0.403
C 1.21152 0.60532 -1.90006 0.53 0.19 -0.50 -1.160
N 0.28238 0.39222 -0.81443 -0.27 -0.29 0.31 1.527
C 0.28566 -0.38493 0.30305 -0.14 0.49 0.04 -0.634
N -0.60662 0.02139 1.20501 -0.16 0.29 0.33 -0.581
C -1.23434 1.07435 0.65129 0.86 -0.07 -1.09 -0.266
C -0.72335 1.33600 -0.60657 -0.40 0.11 0.70 0.318
C -1.29948 2.31513 -1.46433 0.05 -0.23 0.23 -0.019
O -0.99793 2.61659 -2.60468 0.03 0.07 -0.29 -0.705
N -2.35918 2.95197 -0.81304 -0.16 0.31 -0.27 -0.015
C -2.87110 2.76168 0.45636 0.02 0.01 -0.04 0.427
O -3.80061 3.41788 0.86804 -0.27 0.22 0.11 -0.688
N -2.25222 1.78551 1.20453 -0.09 -0.13 0.00 0.214
C -2.69189 1.51489 2.55445 -0.11 0.04 0.33 -1.117
H -2.70771 0.43896 2.71163 -0.03 0.04 0.03 0.402
H -2.00887 1.97334 3.27194 -0.03 -0.01 0.02 0.269
H -3.68705 1.93786 2.67613 0.10 -0.09 0.00 0.363
H -2.84117 3.66089 -1.35422 0.09 -0.12 0.12 0.277
N 1.04177 -1.50076 0.57374 0.38 -0.06 0.05 0.242
C 1.61633 -2.30973 -0.48410 0.04 0.06 -0.23 -0.911
H 2.32539 -1.74755 -1.08754 0.01 -0.11 0.06 0.401
C 0.48401 -2.90885 -1.35582 0.07 -0.05 -0.14 -0.897
N -0.73657 -2.97309 -0.57709 0.15 -0.24 0.02 -0.065
C -1.79302 -2.10855 -0.81874 -0.52 0.08 -0.21 1.296
C -2.72496 -1.79543 0.17777 -0.04 -0.12 0.00 -0.727
C -3.78969 -0.95845 -0.09540 0.13 -0.04 -0.28 0.076
C -3.96805 -0.37572 -1.33673 -0.09 0.05 0.05 -0.663
C -3.06240 -0.69898 -2.33124 -0.03 0.01 0.09 -0.744
C -2.01163 -1.56049 -2.09046 0.15 -0.05 -0.07 -0.481
H -1.36807 -1.80783 -2.91938 0.07 -0.04 -0.03 0.494
H -3.18025 -0.27556 -3.31694 -0.01 0.04 -0.10 0.408
H -4.79032 0.29586 -1.51994 -0.11 0.06 0.01 0.500
Cl -4.92958 -0.62905 1.16404 -0.18 0.03 0.17 -0.200
H -2.63191 -2.18030 1.17823 0.04 -0.02 0.11 0.233
C -0.43721 -3.44948 0.75644 -0.04 -0.01 0.05 -1.093
H 0.13059 -4.37809 0.63619 -0.08 0.02 0.06 0.383
C 0.40869 -2.40282 1.53364 -0.06 -0.05 0.33 -0.706
H -0.20787 -1.79811 2.19438 0.12 -0.22 0.02 0.523
H 1.19445 -2.89313 2.11370 -0.05 -0.01 0.00 0.531
H -1.35140 -3.69443 1.29141 0.06 -0.07 0.02 0.434
H 0.75721 -3.91955 -1.68231 0.05 0.12 -0.07 0.439
H 0.33787 -2.29235 -2.23856 0.00 -0.06 0.03 0.234
H 2.18158 -3.10160 0.01465 -0.01 0.09 -0.06 0.495
H 0.61727 0.73774 -2.80910 0.11 -0.13 0.08 0.376
H 1.86211 -0.25429 -2.02815 -0.12 -0.01 0.04 0.681
H 1.85207 1.97921 0.45072 -0.07 0.10 0.06 -0.044
H 3.11664 3.00217 -0.21888 -0.03 0.05 0.07 0.563
H 3.24250 -0.03522 0.01310 0.00 -0.15 -0.07 -0.180
H 4.48028 0.98397 -0.73286 -0.01 -0.07 -0.08 0.390
H 4.73219 2.16871 1.48318 0.10 0.02 -0.02 0.346
H 5.18368 0.46485 1.49933 0.07 0.07 0.02 0.360
H 2.57093 1.63290 2.56689 -0.14 0.05 0.06 0.255
H 2.91259 -0.09081 2.45072 -0.09 -0.12 0.02 0.096
H 3.88624 0.93839 3.50614 -0.03 0.00 0.13 0.450
```
Forces are in eV/Å.

Computed properties:
**SMILES**: CCCCCCn1c(N2CCN(c3cccc(Cl)c3)CC2)nc2c1c(=O)[nH]c(=O)n2C
**Kohn-Sham gap**: 8.30 eV